Entry from the OMol25 dataset: a cluster of 2 separate species, C2H7N4O in total at a distorted geometry (wB97M-V/def2-TZVPD).

XYZ file:
```
14
Properties=species:S:1:pos:R:3:forces:R:3
C -0.681 -0.652 0.258 -0.54 -2.42 0.97
C 0.061 0.027 -1.991 -2.97 2.23 0.53
N 2.349 2.092 0.180 0.38 -0.77 -2.35
N -1.330 -1.854 0.242 0.72 1.72 -0.60
N -0.444 0.027 -0.827 -0.13 0.13 -1.51
N -0.404 -0.176 1.437 1.61 2.36 1.86
O 1.295 1.525 0.314 1.49 1.53 1.29
H 2.757 2.680 0.939 -1.16 -0.17 1.13
H 0.740 -0.716 -2.360 0.59 -0.12 -0.29
H -0.456 0.901 -2.584 1.82 -1.92 0.31
H -1.787 -1.981 -0.657 -0.48 -0.87 0.78
H -1.675 -2.076 1.176 -0.58 -0.60 -1.03
H -0.574 -0.473 2.392 -0.55 -0.99 -0.76
H 0.151 0.676 1.482 -0.21 -0.12 -0.35
```
Forces are in eV/Å.

Values from the calculation:
energy: -10184.9091 eV
gap between HOMO and LUMO (spin up / spin down): 9.01 / 9.01 eV
energy above the lowest of the compared OMol25 structures with the same formula, charge and spin: 101.1 kcal per mole
highest occupied orbital energy (spin up / spin down): -13.37 / -13.37 eV
net charge: +1



Entry from the OMol25 dataset: an isolated molecule of C9H17NO3S at a distorted geometry (wB97M-V/def2-TZVPD).

XYZ file:
```
31
Properties=species:S:1:pos:R:3:forces:R:3
C -0.653 -0.559 -1.624 2.00 -0.02 -2.39
C 0.171 2.112 0.749 2.85 2.15 -1.38
C 0.034 1.225 1.956 -0.48 -1.82 0.07
C 0.073 0.731 -1.287 -0.96 -1.78 0.88
C 0.447 -1.421 0.751 0.51 0.18 -0.19
C 1.528 0.905 -1.615 -0.57 -2.20 -1.28
C -0.782 -2.126 1.176 -2.68 2.42 2.05
C 1.404 -2.346 0.054 1.23 4.04 -0.58
C -1.896 1.853 -0.484 -1.24 1.33 -2.19
N -0.504 1.638 -0.466 1.12 0.42 2.12
O -0.127 -1.366 -2.393 0.31 0.23 0.22
O -1.924 -0.805 -1.296 -1.53 0.93 1.11
O 2.527 0.299 1.375 -0.80 -0.66 0.12
S 1.233 -0.247 1.923 0.39 0.72 -0.06
H -0.144 3.174 0.899 -0.21 -0.90 0.33
H 1.294 2.296 0.455 -1.81 -0.74 0.83
H -0.014 1.631 3.007 0.42 -0.18 -1.38
H -0.846 0.604 1.780 -0.65 0.34 0.42
H 2.130 0.566 -0.753 0.11 0.66 -0.46
H 1.692 1.941 -1.961 0.24 -0.56 0.29
H 1.689 0.124 -2.445 0.13 1.44 1.02
H -1.800 -1.825 0.696 1.96 -0.33 0.47
H -0.989 -1.909 2.294 0.34 -0.54 -1.41
H -0.648 -3.161 1.045 -0.02 -1.35 -0.07
H 2.372 -1.801 -0.065 -0.50 -0.62 -0.06
H 1.042 -2.583 -0.916 -0.44 -0.25 -0.96
H 1.561 -3.201 0.593 0.41 -2.36 1.54
H -1.998 1.661 -1.622 -1.55 0.35 1.98
H -2.521 1.211 0.197 0.48 0.58 -0.81
H -2.080 2.985 -0.291 0.05 -1.91 -0.21
H -2.271 -1.608 -1.733 0.89 0.44 -0.02
```
Forces are in eV/Å.

Values from the calculation:
energy: -28071.7222 eV
gap between HOMO and LUMO (spin up / spin down): 6.71 / 7.64 eV
energy above the lowest of the compared OMol25 structures with the same formula, charge and spin: 84.0 kcal per mole
highest occupied orbital energy (spin up / spin down): -7.07 / -7.72 eV



Entry from the OMol25 dataset: a cluster of 13 separate species, C36H67Cl26N2O2S2 in total at a distorted geometry (wB97M-V/def2-TZVPD).

XYZ file:
```
135
Properties=species:S:1:pos:R:3:forces:R:3
C -0.366 8.412 4.856 -0.08 -1.42 -1.35
C 0.510 8.013 4.096 -0.25 -0.24 -0.36
C 1.502 7.316 3.083 0.41 1.65 2.86
N 0.749 6.194 2.421 0.00 0.14 1.10
C 1.151 4.761 2.735 -0.26 -0.29 -0.20
S 2.944 4.334 2.447 -0.03 0.34 -0.01
C 0.047 3.958 1.824 0.80 -1.33 -0.27
N 0.629 2.839 1.043 -0.34 1.24 0.56
C -0.618 5.063 0.822 -0.90 0.08 -0.74
C -0.764 4.552 -0.678 1.29 -0.01 -0.76
C -2.105 5.510 1.195 -1.34 -1.46 1.22
Cl -2.549 7.264 1.474 1.06 -1.76 -0.38
C -3.170 4.622 1.374 0.25 1.67 0.25
C -4.627 5.125 1.784 0.15 -0.87 0.12
Cl -2.994 2.833 1.210 -0.10 2.13 0.07
C 0.550 6.166 0.948 -1.03 -1.73 -1.58
S 0.455 7.735 -0.021 -1.91 4.60 -2.69
C 2.192 8.057 -0.629 0.39 -1.35 0.64
O 0.066 8.926 0.760 1.32 -2.39 0.33
O -0.387 7.637 -1.234 1.69 -1.49 2.14
H -1.369 8.519 5.359 1.97 0.27 -0.55
H 2.318 6.867 3.740 -0.91 0.42 -1.13
H 1.968 8.063 2.380 -0.75 -0.94 0.56
H -0.166 6.230 2.927 0.11 0.35 -1.02
H 0.985 4.539 3.829 0.14 0.52 -1.17
H 3.559 5.375 1.777 -1.04 -0.36 0.38
H -0.632 3.445 2.567 0.27 0.98 -0.96
H 1.048 2.134 1.659 -0.23 0.27 -0.40
H 1.327 3.178 0.372 -0.19 -0.31 0.44
H -1.170 3.502 -0.758 0.40 1.27 0.44
H -1.387 5.251 -1.310 0.66 -0.65 1.01
H 0.273 4.522 -1.181 -1.71 0.12 0.84
H -5.208 5.491 0.886 0.82 -0.32 0.90
H -5.240 4.281 2.249 1.06 0.96 -0.75
H -4.602 5.946 2.556 0.26 -0.89 -1.06
H 1.405 5.617 0.420 -0.73 0.88 1.09
H 2.366 7.443 -1.567 -0.38 0.85 1.10
H 2.894 7.658 0.181 -0.71 0.85 -1.06
H 2.312 9.168 -0.799 -0.39 -1.38 0.32
Cl -7.062 6.530 3.526 -0.09 0.07 0.11
C -8.656 6.690 2.745 -0.29 -0.05 -0.12
C -8.551 7.238 1.338 -0.09 -0.11 -0.02
Cl -8.032 8.942 1.318 0.06 -0.02 0.01
H -9.281 7.322 3.376 0.15 0.02 -0.07
H -9.097 5.692 2.720 0.08 0.07 -0.05
H -9.528 7.200 0.852 0.04 0.00 0.12
H -7.848 6.663 0.735 -0.01 0.08 0.11
Cl -1.358 0.476 2.383 0.00 -0.13 0.29
C -0.647 -0.847 1.420 0.04 -0.15 0.07
C 0.617 -1.393 2.051 -0.49 -0.13 -0.27
Cl 1.963 -0.221 2.001 0.17 0.07 0.17
H -0.469 -0.470 0.411 -0.43 -0.16 1.03
H -1.398 -1.637 1.358 0.09 0.02 0.11
H 0.953 -2.278 1.505 -0.13 0.46 -0.01
H 0.456 -1.676 3.091 0.07 0.11 -0.08
Cl 6.195 9.748 5.748 -0.02 -0.01 -0.06
C 4.688 10.589 5.316 -0.07 0.07 0.08
C 3.841 9.785 4.354 -0.23 0.12 0.20
Cl 4.593 9.659 2.740 -0.04 -0.15 -0.10
H 4.949 11.563 4.902 0.00 -0.14 -0.04
H 4.138 10.751 6.245 -0.02 -0.08 -0.11
H 2.874 10.271 4.215 0.11 0.05 0.01
H 3.664 8.774 4.725 0.17 0.08 0.00
Cl 0.200 5.180 -4.528 0.01 0.00 0.10
C 1.944 4.848 -4.399 0.08 -0.02 -0.11
C 2.225 3.413 -4.012 0.27 0.10 -0.27
Cl 1.723 3.057 -2.339 0.20 -0.26 -0.18
H 2.370 5.548 -3.679 -0.07 -0.11 -0.01
H 2.380 5.059 -5.377 -0.03 -0.10 0.07
H 3.298 3.217 -4.068 -0.07 0.07 0.04
H 1.716 2.711 -4.673 -0.07 0.11 0.14
Cl 3.977 -4.525 -0.429 -0.21 0.07 -0.03
C 4.265 -4.133 1.283 0.14 0.07 0.20
C 3.357 -4.914 2.208 0.40 -0.13 0.06
Cl 1.653 -4.408 2.065 0.10 -0.46 0.09
H 4.139 -3.057 1.411 -0.07 -0.10 -0.06
H 5.308 -4.380 1.492 -0.09 -0.06 -0.03
H 3.651 -4.744 3.246 -0.03 0.08 -0.10
H 3.409 -5.985 2.011 -0.11 0.13 -0.09
Cl 7.237 -5.595 -0.807 0.10 -0.01 0.04
C 7.249 -4.455 -2.173 0.00 0.05 -0.19
C 8.130 -3.254 -1.907 0.09 -0.11 -0.22
Cl 7.461 -2.198 -0.636 -0.02 0.02 0.07
H 6.219 -4.160 -2.376 0.08 0.00 0.15
H 7.623 -5.004 -3.039 0.06 0.07 0.09
H 8.212 -2.648 -2.811 -0.08 -0.06 0.06
H 9.134 -3.552 -1.605 -0.15 0.00 0.07
Cl 1.923 -8.185 0.928 0.07 -0.01 -0.02
C 0.432 -7.322 0.470 -0.25 0.12 -0.02
C -0.409 -8.112 -0.507 -0.19 0.04 0.23
Cl 0.367 -8.245 -2.105 0.08 0.02 -0.06
H 0.715 -6.351 0.062 0.06 -0.15 -0.03
H -0.130 -7.153 1.392 0.17 -0.19 -0.23
H -1.366 -7.610 -0.661 0.11 0.04 -0.01
H -0.608 -9.120 -0.143 0.12 0.07 -0.07
Cl 0.476 -11.945 -5.335 0.01 0.01 -0.04
C 1.481 -12.408 -3.938 0.08 -0.07 0.20
C 2.313 -11.253 -3.426 -0.12 -0.06 0.17
Cl 3.592 -10.783 -4.574 0.00 0.03 -0.05
H 2.104 -13.252 -4.234 -0.03 0.14 -0.06
H 0.798 -12.746 -3.157 0.05 0.11 -0.04
H 2.812 -11.539 -2.498 -0.04 -0.04 -0.09
H 1.699 -10.375 -3.225 0.05 -0.11 -0.10
Cl 0.474 -3.718 -1.367 -0.06 0.09 0.08
C 0.446 -2.586 -2.742 -0.04 0.05 -0.18
C 1.322 -1.375 -2.500 0.15 -0.13 -0.35
Cl 0.666 -0.323 -1.219 0.65 0.09 -1.04
H -0.591 -2.302 -2.925 0.10 0.00 0.09
H 0.807 -3.136 -3.613 0.05 0.07 0.09
H 1.379 -0.772 -3.409 -0.09 -0.06 0.05
H 2.336 -1.661 -2.218 -0.15 -0.01 0.11
Cl -0.115 -5.730 5.691 0.02 0.02 -0.06
C -1.605 -4.871 5.233 -0.12 0.07 0.03
C -2.448 -5.667 4.260 -0.21 0.06 0.22
Cl -1.675 -5.807 2.661 -0.13 0.12 0.08
H -1.324 -3.901 4.820 0.02 -0.14 -0.04
H -2.167 -4.699 6.153 0.00 -0.08 -0.10
H -3.406 -5.167 4.105 0.11 0.02 0.01
H -2.645 -6.673 4.629 0.14 0.08 -0.06
Cl -3.059 -9.190 -3.598 -0.06 -0.01 0.08
C -3.033 -8.035 -4.953 0.02 0.09 -0.15
C -2.140 -6.846 -4.672 0.14 -0.15 -0.35
Cl -2.799 -5.795 -3.390 0.09 0.03 0.15
H -4.059 -7.728 -5.157 0.11 0.02 0.07
H -2.662 -8.577 -5.825 0.05 0.08 0.09
H -2.050 -6.231 -5.569 -0.14 -0.05 0.06
H -1.140 -7.158 -4.370 -0.17 -0.01 0.12
Cl -8.735 -6.137 -5.564 0.01 -0.02 -0.04
C -7.308 -6.511 -4.566 0.09 -0.01 0.13
C -6.253 -5.428 -4.646 -0.08 -0.04 0.30
Cl -5.486 -5.354 -6.253 0.03 0.01 -0.03
H -6.916 -7.478 -4.884 -0.03 0.12 -0.05
H -7.659 -6.608 -3.537 0.06 0.08 -0.07
H -5.459 -5.631 -3.926 -0.06 -0.06 -0.09
H -6.670 -4.445 -4.425 -0.02 -0.11 -0.14
```
Forces are in eV/Å.

Values from the calculation:
energy: -392738.0314 eV
gap between HOMO and LUMO: 9.15 eV
highest occupied orbital energy: -11.50 eV
net charge: +1



- Number 2 is which compound?
  C9H17NO3S



- The lowest energy belongs to which entry?
  C36H67Cl26N2O2S2



- The lowest energy belongs to which entry?
  C36H67Cl26N2O2S2



- energy of number 2 (C9H17NO3S)?
  -28071.7222 eV